Entry from the OMol25 dataset: a cluster of 9 separate species, C27H52Br16NOPSi in total (the ωB97M-V functional and the def2-TZVPD basis).

Properties
2S+1: 1
Orbital gap, Eh: 0.3066
SMILES: Cc1ccc(C(C)C)c(OC[SiH2][PH2]=N)c1.BrCCBr.BrCCBr.BrCCBr.BrCCBr.BrCCBr.BrCCBr.BrCCBr.BrCCBr
ΔE to the lowest compared entry with this formula, charge and spin, kcal per mole: 0.00
Energy, hartree: -43005.01645

Each line ends with the Mulliken charge.
Atoms and positions in Å:
C 7.998 -1.007 -0.819  -0.400
H 8.640 -4.754 -1.059  0.353
H 6.180 -1.096 0.359  0.251
C 9.699 -4.901 -0.873  -0.592
C 4.389 -1.115 -2.545  -0.074
H 4.308 -0.298 -4.546  0.385
H 11.583 -4.583 -1.901  0.373
H 4.676 1.187 3.008  0.355
C -2.434 -0.108 -0.409  0.811
H -7.154 -3.591 -6.047  0.378
H -5.718 -3.728 -3.897  0.398
H -2.285 2.416 -1.854  0.278
H -6.539 -0.471 1.271  0.060
Br 1.386 3.110 3.428  -0.118
H -3.810 1.999 0.937  0.086
H -6.894 1.693 1.623  0.076
H -2.865 3.053 1.983  0.321
C -2.255 -1.484 -0.289  -0.515
Br -7.208 -2.414 -2.402  -0.098
H 5.378 3.130 8.431  0.361
H -0.925 2.670 0.841  0.435
H 5.432 2.699 -0.822  0.349
H 7.804 -1.799 -1.538  0.091
H 3.359 2.353 4.686  -0.104
H -1.749 3.921 -1.120  0.477
H 4.016 2.624 2.196  0.248
C -1.171 -3.524 0.708  -1.516
Br 10.186 -3.666 0.550  -0.144
H -12.832 1.648 -1.177  0.367
P -7.184 0.652 0.710  0.016
H 3.802 2.013 -0.984  0.116
C -3.055 2.779 0.950  -1.268
Br 3.710 4.410 -0.356  -0.156
O -3.346 0.412 -1.296  -0.381
H 2.510 4.026 7.833  0.366
C 4.857 -1.039 -3.972  -0.557
H -5.433 2.435 -1.092  -0.171
H 4.954 4.000 -3.017  0.489
Br 7.403 0.636 -1.680  -0.159
C -4.623 -0.232 -1.353  -0.803
H -3.451 3.654 0.442  0.366
H -2.143 -4.005 0.784  0.365
H -4.724 -0.719 -2.318  0.375
Br 2.453 -1.097 -2.406  -0.102
Br -14.216 -0.336 -1.687  -0.161
H 4.732 -2.013 -2.040  0.403
H -2.857 -2.145 -0.897  0.625
H 4.718 -0.240 -1.993  -0.244
N -8.734 0.419 0.425  -0.449
C -0.562 -1.161 1.372  -1.289
C -1.763 2.284 0.265  0.586
Br -8.150 -5.265 -4.527  -0.140
H 0.174 -1.556 2.056  0.386
H 4.108 3.143 9.671  0.343
H 10.374 -5.512 -2.810  0.342
C 2.837 1.885 3.855  -0.199
H 9.862 -5.897 -0.471  0.371
Si -6.010 1.080 -1.191  0.391
C -7.544 -3.491 -5.036  -0.631
Br 4.643 -2.739 -4.895  -0.172
H -0.623 -3.784 1.607  0.369
H -8.980 -0.509 0.754  0.169
C -13.087 0.788 -0.564  -0.575
Br -12.202 -1.222 1.283  -0.150
C 7.249 -1.258 0.462  -0.427
C -1.655 0.779 0.352  0.223
H 9.068 -0.912 -0.671  0.479
Br 2.975 0.544 1.326  -0.086
Br 9.985 -3.081 -3.062  -0.117
H -0.576 2.677 -1.499  0.395
C 3.579 4.200 7.884  -0.580
H 3.770 5.160 8.359  0.347
C 4.443 2.847 -1.252  -0.409
H -0.119 0.888 1.818  0.375
C 4.539 3.037 -2.740  -0.393
C -1.590 2.845 -1.143  -1.740
C -0.735 0.215 1.240  -0.597
H 5.921 -0.819 -4.010  0.355
H -5.998 -2.095 -4.535  0.348
Br 2.795 2.911 -3.591  -0.141
C 3.765 1.690 2.689  -0.453
C 10.525 -4.690 -2.114  -0.561
H 5.141 2.242 -3.179  0.111
Br 3.701 1.343 8.024  -0.140
H -13.703 1.105 0.272  0.395
C -11.838 0.080 -0.120  -0.620
H -11.355 -0.461 -0.926  0.392
H -11.125 0.778 0.311  0.354
H 2.377 0.958 4.183  0.379
Br 4.199 4.386 6.051  -0.140
H -4.737 -0.965 -0.559  0.500
C 4.308 3.098 8.604  -0.564
H -8.420 -2.851 -5.046  0.377
C -6.472 -2.979 -4.113  -0.611
H -6.968 1.022 -2.308  -0.108
H 7.435 -2.272 0.810  0.331
Br 7.849 -0.092 1.896  -0.162
C -1.329 -2.035 0.602  0.808
H -0.651 -3.913 -0.163  0.316

---

Entry from the OMol25 dataset: a structure of composition C27H52I2N3O3S2 (the ωB97M-V functional and the def2-TZVPD basis).

Properties
2S+1: 1
Orbital gap, Eh: 0.2638
Net charge: +1
Energy, hartree: -2841.12921

Each line ends with the Mulliken charge.
Atoms and positions in Å:
C -0.741 -1.991 -0.083  -0.662
C 0.725 2.931 -1.063  -0.166
H -0.611 -0.455 -4.900  0.343
C -0.572 2.030 -1.096  -1.202
H 2.869 -3.614 -0.438  0.463
H -0.014 -2.466 0.675  0.040
H 2.746 -4.820 -2.488  0.414
H 2.750 0.095 1.237  0.616
O -0.681 -1.036 3.649  -0.558
C 2.538 -1.500 -1.050  -1.464
H -2.290 -2.856 1.239  0.646
H 1.505 1.918 -3.003  0.087
O 1.452 -0.079 4.585  -0.584
H 1.589 3.757 -3.002  0.522
H -3.753 1.668 -0.569  0.240
C -6.321 0.808 0.332  0.425
S 1.878 1.955 2.426  -0.170
H 1.080 3.000 2.835  0.258
H 0.335 0.105 -2.803  -0.797
C 1.704 2.817 -2.350  -0.866
H 3.574 4.213 0.043  0.143
H -2.163 -1.060 1.506  0.093
H -4.155 0.835 -2.216  0.254
I 3.268 -0.586 -2.938  -0.013
H -6.677 2.229 2.086  0.343
H 3.994 2.557 -2.559  0.412
H -1.311 0.819 1.899  -0.214
H 3.741 -1.348 5.093  0.270
N 4.626 -1.123 2.312  -0.568
C 1.716 -0.431 1.288  -0.626
H -5.323 1.998 -1.446  0.467
C -0.036 -1.439 -4.743  -0.986
C -0.630 1.527 4.476  -0.975
C -4.571 1.182 -1.205  -0.784
H -1.402 2.721 -0.676  0.581
H 5.392 -1.136 2.996  0.290
H 2.388 -2.640 1.345  0.183
I -2.377 -2.885 -3.470  0.126
S 0.282 0.101 3.642  1.163
H -3.903 -2.625 -0.503  0.623
C 3.547 -1.624 2.842  0.306
H 0.302 -2.783 -3.019  0.399
H -0.467 -2.164 -5.505  0.451
C 3.520 4.301 -1.101  -0.939
N 0.838 0.544 1.982  0.995
C -0.699 0.723 -0.210  2.243
H 1.726 0.442 -0.710  -1.905
H -0.336 2.230 1.347  0.447
H -3.037 -1.056 -1.141  -0.567
C -4.441 -0.617 0.495  -0.299
H -4.907 1.840 1.812  0.083
H 1.230 -3.430 -1.204  0.103
C -0.373 1.084 1.289  -1.388
H 4.012 -3.539 -2.724  0.430
H -5.048 -1.189 1.279  0.364
C -3.416 -1.643 -0.229  0.062
H -1.559 1.832 3.902  0.273
H 1.065 -1.212 -4.881  0.158
C -0.095 -0.701 -0.758  3.668
C 2.152 -1.760 2.048  -0.682
H 0.393 4.033 -1.079  0.514
C -0.378 -0.657 -2.319  -0.861
H 1.379 -2.228 2.739  0.595
H -0.898 1.941 -2.193  0.287
H -1.838 0.542 -0.274  -2.086
H 2.293 -3.412 -3.544  0.340
H 1.405 2.838 -0.164  -0.241
H 3.481 -1.417 -0.392  1.010
H -1.414 -0.166 -2.440  0.617
H 2.849 -2.927 4.520  0.308
N -5.310 0.089 -0.508  -0.053
C -2.112 -1.854 0.702  -1.025
H 0.066 2.382 4.731  0.429
O -7.516 0.497 0.280  -0.534
H -3.802 0.197 0.997  -0.197
C -0.391 -1.924 -3.231  -0.874
C 2.895 -3.686 -2.626  -1.525
H 4.528 4.681 -1.449  0.336
H -0.981 1.076 5.469  0.439
H -5.756 2.995 0.684  0.235
C 2.292 -3.049 -1.258  0.011
H -0.917 -2.872 -0.803  0.522
C -5.896 2.021 1.276  -0.649
C 3.225 2.888 -1.798  0.074
C 3.701 -2.202 4.350  -1.347
C 1.450 -0.610 -0.311  1.576
H 2.647 4.984 -1.344  0.256
H 3.260 2.104 -0.954  -0.224
H 4.712 -2.721 4.363  0.501

---

Entry from the OMol25 dataset: a structure of composition C27H52OP2RhSi (the ωB97M-V functional and the def2-TZVPD basis).

Properties
2S+1: 5
Orbital gap (alpha / beta), Eh: 0.2672 / 0.1429
Expectation value of S²: 6.029
Net charge: +1
ΔE to the lowest compared entry with this formula, charge and spin, kcal per mole: 27.04
Energy, hartree: -2217.57612

Each line ends with the Löwdin spin population.
Atoms and positions in Å:
H -1.211 5.086 -0.597  0.000
H -1.422 2.639 -6.765  0.002
H -0.990 1.328 -7.851  0.003
C -0.611 -1.285 1.535  0.297
H -1.924 -0.913 3.255  0.016
H 1.245 2.946 0.634  0.000
H 1.063 4.027 -1.985  0.003
C -1.160 3.289 2.169  0.001
H 2.725 1.959 0.637  0.001
C -0.715 2.942 -2.672  0.039
H 0.711 -2.420 -7.023  0.000
H -3.950 1.757 1.751  0.000
C 1.164 -3.262 -1.095  0.050
H -0.800 -2.881 -3.818  0.033
H 2.190 0.444 2.601  0.000
C 0.814 0.612 -5.346  0.128
Si -2.294 3.258 0.691  0.004
H 1.791 -4.110 -0.761  0.016
H 3.385 2.414 -2.948  0.009
H 0.600 1.178 2.341  0.004
H -2.727 -1.016 1.670  0.000
H 3.027 0.659 -3.072  0.003
C 0.885 -0.770 -5.796  0.068
C 2.110 2.642 0.029  0.042
C -3.986 2.530 0.972  0.001
H -0.345 -1.826 -2.377  0.027
H 3.206 -1.409 -0.563  0.002
H 0.814 -1.000 -7.982  -0.001
H -4.447 2.084 0.083  0.000
H -2.973 -1.114 -5.887  0.023
C -2.014 -0.691 -6.229  0.097
C 3.128 1.507 -2.377  0.045
C -1.812 -0.687 2.174  0.050
H -3.767 1.949 -1.912  0.012
C 1.544 -1.521 0.787  0.143
H -2.544 -1.966 -0.376  -0.002
H 1.502 0.858 -4.499  0.016
H -3.121 0.989 -3.286  0.002
H -1.782 0.415 2.076  0.013
P 1.561 1.761 -1.473  0.251
H 0.622 2.671 -5.783  0.000
H 0.296 -3.693 -1.589  0.002
H 2.703 3.518 -0.268  0.009
H 1.736 -2.702 -1.843  0.011
H -1.046 2.774 -3.710  -0.001
C 0.335 -1.385 -7.075  0.006
C 0.720 -2.382 0.025  0.275
P -1.317 1.502 -1.694  0.348
C -1.834 -2.777 -0.172  -0.005
C -2.246 4.804 -0.341  0.001
H -1.263 2.406 2.810  0.001
H 3.675 -1.885 1.088  0.006
H -3.320 0.236 -1.682  0.002
H -2.348 -3.516 0.458  -0.002
H -2.531 1.201 -5.250  0.009
C 2.982 -1.247 0.504  0.015
C 1.116 0.249 2.650  0.012
H -1.209 3.868 -2.342  0.007
H -4.628 3.348 1.320  0.000
H -0.101 3.389 1.898  0.000
H 3.223 -0.202 0.745  0.001
H -1.427 4.171 2.768  0.000
C 0.725 -0.860 1.741  0.125
O -1.522 2.039 -0.211  0.065
H 3.919 1.285 -1.643  0.000
H -1.454 -2.558 -6.958  0.001
C -1.205 -1.515 -7.216  0.010
C 0.808 3.105 -2.531  0.009
Rh -0.719 -0.470 -4.717  0.999
H -2.069 -1.946 -2.930  0.030
H 1.692 -1.365 -5.355  0.022
C -1.022 -1.951 -3.257  0.359
C -0.616 -2.220 0.467  0.025
C -0.974 1.628 -6.798  0.026
H -1.605 -3.247 -1.127  0.003
C -3.050 1.166 -2.204  0.082
H -2.674 5.623 0.260  0.000
C 0.488 1.727 -6.319  0.025
H -2.830 4.725 -1.271  0.000
H 1.311 3.166 -3.513  0.001
H -1.530 -1.375 -8.257  0.001
H 0.851 0.073 3.706  0.004
C -1.799 0.687 -5.899  0.112
H 1.193 1.734 -7.154  0.006

---

Entry from the OMol25 dataset: a structure of composition C27H52P2ScSi (the ωB97M-V functional and the def2-TZVPD basis).

Properties
2S+1: 1
Orbital gap, Eh: 0.1960
Net charge: +1
ΔE to the lowest compared entry with this formula, charge and spin, kcal per mole: 133.12
Energy, hartree: -2792.39795

Each line ends with the Mulliken charge.
Atoms and positions in Å:
C -2.104 2.277 -0.725  -1.993
H -0.480 -4.481 -5.528  0.398
C -3.022 -1.604 -3.894  0.153
H 2.934 -1.247 2.943  0.377
Si 2.146 -2.739 0.943  0.268
H -2.436 3.081 -0.045  0.354
H 3.028 0.461 1.351  -0.087
H 0.041 -2.454 2.274  0.036
C 0.406 1.765 -0.237  1.566
H -3.681 -0.641 -1.204  0.104
H 0.673 0.886 3.689  0.372
H 2.041 2.484 -1.394  0.413
Sc -0.505 -0.702 -1.327  -1.915
C -3.754 -1.681 -0.820  -1.376
H -3.572 -3.278 -2.832  1.047
H 2.724 0.298 -4.283  0.492
C -2.209 -4.307 -0.703  -0.964
C 0.319 0.047 3.073  -1.516
C -2.913 -1.204 -5.369  -1.409
H 2.469 1.863 2.314  0.317
C 0.645 -3.311 1.940  -0.531
H -3.068 -4.686 -0.115  0.403
C 2.468 1.411 1.306  -1.279
H -2.716 1.100 2.451  0.396
H -1.335 -1.344 -3.000  -1.190
H 2.421 -1.176 -3.261  0.217
H -0.445 1.323 -2.654  -1.247
H 2.415 -0.865 -0.582  0.230
C -1.630 -0.647 -5.958  -1.468
C -0.212 -2.453 -4.722  -0.361
H 4.163 -1.330 1.627  0.396
H 0.415 -1.226 -6.468  0.634
H -2.204 -4.778 -1.716  0.237
H 2.963 2.107 0.617  0.450
C 2.196 -0.661 -4.235  -1.054
H 2.533 -5.011 -0.038  0.308
H -1.801 2.771 -1.652  0.401
H 3.520 -4.814 1.383  0.325
C -1.170 0.660 1.051  0.320
H 4.011 -4.056 -0.104  0.354
P 0.454 -0.258 -4.275  0.579
H 0.960 -3.886 2.828  0.383
C 0.090 0.512 1.674  1.304
C -2.791 -2.848 -3.456  -0.818
P -2.152 -2.528 -0.855  1.526
C 1.062 1.172 0.881  -0.123
H -3.166 -2.123 -5.960  0.324
C -0.214 -1.665 -3.252  1.486
C -2.176 -3.953 -4.285  -0.891
H 1.141 3.729 -0.529  0.381
H 3.931 -2.699 2.751  0.383
H 1.909 -2.304 -1.361  0.248
C 1.037 2.792 -1.093  -2.187
C 3.398 -1.905 2.188  -1.259
H -4.542 -2.142 -1.434  0.441
H -1.672 0.437 -5.877  0.570
C 1.604 -1.626 -0.525  -0.344
H 1.084 -0.735 3.115  0.016
H -1.709 -4.742 -3.677  0.277
C -1.004 1.458 -0.138  1.077
H -3.303 0.288 0.996  0.293
H 0.022 -3.958 1.304  0.010
H -1.464 1.365 -4.086  0.371
H -2.411 -0.624 2.236  0.466
H -1.550 -3.259 -6.288  0.383
H 0.063 2.142 -4.173  0.725
C -2.473 0.332 1.703  -1.887
C 3.132 -4.276 0.509  -1.270
H -0.619 -0.327 3.525  0.395
H -3.711 -0.449 -5.532  0.476
H 2.468 -1.272 -5.107  0.477
H -4.089 -1.577 0.218  0.460
H 0.453 3.023 -1.993  0.401
H -1.546 -0.933 -7.001  0.470
C -0.424 1.243 -3.745  0.091
H 0.286 -2.605 -2.869  0.823
H 0.846 -2.881 -4.767  0.767
C -1.134 -3.597 -5.302  -1.444
C -0.266 -1.163 -5.577  -0.068
H -3.016 -4.444 -4.815  0.344
H -3.606 -0.871 -3.346  0.690
H -1.283 -4.666 -0.211  0.173
H -2.988 1.659 -0.930  0.303

---

- Which of these has the highest 2S+1?
  C27H52OP2RhSi